Record 1
72
Properties=species:S:1:pos:R:3 method="wB97M-V/def2-TZVPD" orbital_gap_ev=7.7517 homo_energy_ev=-7.841 spin_multiplicity=1 lumo_ha=-0.003 total_charge=0 total_energy_ha=-4556.2290 molar_mass_g_mol=738.34
Y 0.69188 -0.08045 -0.62610
C 1.52251 1.42976 -4.82955
C 0.59196 1.24327 -3.80356
N 1.03416 0.34621 -2.93464
N 2.26258 -0.05554 -3.35685
C 2.56160 0.58352 -4.50013
B 3.06622 -1.19376 -2.63525
N 3.59471 -0.78896 -1.21028
C 4.81941 -0.33933 -0.89783
C 4.90293 -0.15955 0.46704
C 3.64232 -0.53148 0.93443
N 2.86242 -0.91826 -0.06609
N 2.14755 -2.41929 -2.48463
C 2.26738 -3.63378 -3.04061
C 1.18364 -4.39860 -2.66065
C 0.43171 -3.54101 -1.85309
N 1.01078 -2.35184 -1.75105
H 1.45297 2.08806 -5.67766
H -0.36367 1.71415 -3.62942
H 3.49638 0.37543 -4.99585
H 4.01179 -1.45626 -3.32816
H 5.55405 -0.20206 -1.67542
H 5.74928 0.18253 1.03602
H 3.24347 -0.53067 1.93740
H 3.11579 -3.85763 -3.66646
H 0.96749 -5.41817 -2.92729
H -0.50356 -3.73330 -1.35084
O 0.17176 -1.88953 3.45088
C -0.65424 -1.05885 4.12154
C -1.04781 -1.47782 5.39489
C -1.93554 -0.72500 6.13178
C -2.44565 0.46929 5.62435
C -2.04688 0.88753 4.37279
C -1.15584 0.14110 3.59343
C -0.79539 0.62603 2.22856
O 0.10314 -0.02722 1.57155
N -1.44721 1.68149 1.81024
N -0.93634 2.13703 0.57990
C -0.30129 3.25323 0.57320
C 0.50815 3.75207 -0.54451
C 0.36049 5.05752 -1.01110
C 1.22663 5.55772 -1.96549
C 2.28212 4.75548 -2.40219
C 2.47850 3.48120 -1.90854
C 1.58302 2.94465 -0.97292
O 1.73066 1.74392 -0.46403
H 0.33073 -1.46501 2.58190
H -0.64657 -2.41182 5.76599
H -2.23415 -1.06882 7.11464
H -3.14086 1.06338 6.20153
H -2.42713 1.81164 3.95773
H -0.30981 3.75233 1.53579
H -0.44958 5.66705 -0.62688
H 1.09861 6.55867 -2.35428
H 2.97326 5.14691 -3.14006
H 3.30483 2.86276 -2.23607
C -4.28109 -3.46708 -0.09286
Si -3.83886 -1.84576 0.70007
C -5.03993 -0.48357 0.35291
C -3.52965 -2.08678 2.50527
Se -1.97453 -1.22753 -0.51418
H -5.20380 -3.83885 0.36458
H -3.51031 -4.22203 0.08092
H -4.44207 -3.37378 -1.16699
H -6.00839 -0.74130 0.79373
H -5.17956 -0.31578 -0.71565
H -4.69477 0.45037 0.80037
H -4.41262 -2.56901 2.93992
H -3.36496 -1.14746 3.02968
H -2.66930 -2.73527 2.68144
O -2.25761 0.62415 -0.56232
N -1.08791 1.39982 -0.65498

---

Record 2
63
Properties=species:S:1:pos:R:3 method="wB97M-V/def2-TZVPD" orbital_gap_ev=7.8242 homo_energy_ev=-11.167 spin_multiplicity=1 lumo_ha=-0.123 total_charge=+1 total_energy_ha=-2363.7012 molar_mass_g_mol=504.56
Be -0.30409 0.17810 -0.05783
C 3.71720 -0.65222 -1.02180
P 2.37482 0.09695 -0.01231
C 2.66480 -0.58236 1.67817
C 3.00520 1.77623 0.25600
C 4.36209 2.05019 0.43000
C 4.79242 3.34887 0.63064
C 3.86741 4.38588 0.64445
C 2.51965 4.11613 0.48721
C 2.06751 2.80690 0.30835
P 0.26280 2.46317 0.09601
C -0.43905 3.71567 1.23113
C 0.17866 3.08865 -1.63015
H 4.63419 -0.75404 -0.44322
H 3.90090 0.00517 -1.87105
H 3.44083 -1.63068 -1.41119
H 3.69228 -0.38176 1.98091
H 2.47173 -1.65092 1.74298
H 1.99589 -0.07090 2.37277
H 5.09449 1.25281 0.40881
H 5.84558 3.55464 0.77104
H 4.19890 5.40691 0.78059
H 1.81959 4.94256 0.49921
H -0.53526 4.66542 0.70647
H 0.22638 3.82816 2.08276
H -1.42854 3.41283 1.56728
H 0.51629 4.12530 -1.64960
H -0.82128 3.01641 -2.03826
H 0.87214 2.49318 -2.22693
C -7.06764 0.97686 -4.40371
C -6.06205 1.01045 -3.28381
C -4.71853 0.72229 -3.51769
C -3.78935 0.77681 -2.49261
C -4.21820 1.10416 -1.21387
C -5.54993 1.39257 -0.94925
C -6.46173 1.34345 -1.99071
S -3.03720 1.37848 0.06431
O -3.70052 1.32432 1.33308
O -2.32747 2.58331 -0.28903
N -1.96508 0.13597 -0.06869
C -2.52087 -1.15771 0.11804
C -3.82437 -1.53621 0.33814
C -4.16118 -2.90372 0.45683
C -3.22522 -3.88837 0.35809
C -1.87414 -3.53082 0.15351
C -0.82308 -4.45577 0.02733
C 0.44992 -4.00150 -0.18762
C 0.68397 -2.62591 -0.24154
N -0.26246 -1.71467 -0.10325
C -1.54091 -2.16785 0.05880
H -6.58123 0.86610 -5.37112
H -7.65692 1.89394 -4.41779
H -7.76263 0.14502 -4.27695
H -4.39805 0.45937 -4.51882
H -2.74169 0.56921 -2.67595
H -5.85316 1.65396 0.05703
H -7.50400 1.57217 -1.79904
H -4.60907 -0.80744 0.44340
H -5.19772 -3.16509 0.62780
H -3.49806 -4.93237 0.43896
H -1.02934 -5.51765 0.09063
H 1.27900 -4.68422 -0.30856
H 1.68649 -2.27604 -0.41568

---

Record 3
62
Properties=species:S:1:pos:R:3 method="wB97M-V/def2-TZVPD" orbital_gap_ev="7.5052 / 6.6232" homo_energy_ev="-16.021 / -17.085" spin_multiplicity=5 lumo_ha="-0.313 / -0.384" total_charge=+3 total_energy_ha=-6791.7970 molar_mass_g_mol=679.22 s2=6.013
Rh 0.30377 -0.95959 0.16104
O -1.68975 -2.35872 0.01918
C -2.57994 -2.57097 0.79687
C -2.70231 -2.39342 2.24667
C -3.78954 -3.02574 2.84511
C -3.96621 -2.97319 4.22358
C -3.06293 -2.27291 5.00412
C -1.97924 -1.61915 4.41486
C -1.78318 -1.66857 3.04368
P -0.39673 -0.70263 2.41157
C 1.04515 -1.00281 3.42658
C 1.70484 -0.00635 4.14743
C 2.82574 -0.34154 4.89135
C 3.28363 -1.65427 4.91695
C 2.62171 -2.64902 4.20386
C 1.50232 -2.32684 3.45718
C -0.84199 1.03021 2.31636
C -2.14162 1.47301 2.56815
C -2.45788 2.81040 2.37752
C -1.49038 3.70496 1.93412
C -0.19362 3.26880 1.67907
C 0.13276 1.93446 1.86412
H -4.48536 -3.57127 2.22153
H -4.80636 -3.47833 4.67992
H -3.19284 -2.22401 6.07705
H -1.28512 -1.07327 5.04434
H 1.34065 1.01302 4.15252
H 3.33661 0.42052 5.46412
H 4.15319 -1.90698 5.50899
H 2.96686 -3.67312 4.24967
H 0.96815 -3.10328 2.91869
H -2.89767 0.78753 2.93084
H -3.45732 3.16110 2.59810
H -1.74124 4.75038 1.81168
H 0.56627 3.97421 1.36880
H 1.15352 1.60033 1.70383
Br 3.03312 -0.46293 -0.19829
C 3.27149 -2.38032 -0.38467
Br 1.54416 -3.24414 -0.53617
H 3.76385 -2.75169 0.50578
H 3.83672 -2.55986 -1.29110
C -1.39187 -0.18005 -3.99599
C -0.93963 -0.91682 -2.71949
N -0.66980 0.05919 -1.63519
C 0.21638 1.12814 -2.15775
C -0.53467 1.98178 -3.19907
N -1.76534 1.21916 -3.59558
C -2.72928 1.17948 -2.44470
C -1.95165 0.67761 -1.21052
H -2.25961 -0.64677 -4.45728
H -0.60145 -0.10293 -4.74061
H -0.03503 -1.48878 -2.92243
H -1.69991 -1.60944 -2.36404
H 1.09503 0.65648 -2.59569
H 0.54297 1.75646 -1.32989
H 0.05887 2.16270 -4.09275
H -0.86290 2.93943 -2.79846
H -2.20788 1.68633 -4.38877
H -3.54225 0.51313 -2.72782
H -3.13161 2.18018 -2.30199
H -2.54398 -0.06264 -0.67906
H -1.72342 1.49327 -0.52197